(1)
{
  "formula": "C19H22IrN6O5Te",
  "method": "ωB97M-V with the def2-TZVPD basis set",
  "e_homo_ev": [-13.83, -13.83],
  "charge": 2,
  "total_energy_ha": -1813.7591,
  "de_lowest_kcal_mol": 79.9,
  "lumo_energy_ev": [-8.66, -8.39],
  "spin_multiplicity": 2,
  "max_force_ev_per_a": 4.04,
  "species": ["Ir", "O", "C", "C", "C", "N", "C", "C", "C", "O", "O", "C", "O", "O", "H", "H", "H", "C", "N", "C", "C", "N", "N", "C", "N", "N", "H", "H", "H", "H", "H", "H", "H", "H", "H", "H", "H", "C", "Te", "C", "C", "C", "C", "C", "C", "C", "H", "H", "H", "H", "H", "H", "H", "H"],
  "coordinates": [[-0.598216, -0.067735, -0.645842], [-3.127013, 3.934199, 3.373883], [-2.494455, 3.246230, 2.442442], [-2.838932, 3.283695, 1.079606], [-2.179089, 2.442148, 0.223987], [-1.205796, 1.639230, 0.621280], [-0.803754, 1.661585, 1.889855], [-1.412561, 2.435113, 2.837972], [0.439460, 0.802208, 2.129337], [0.913074, 0.759555, 3.235293], [0.860925, 0.235489, 1.049511], [-2.441949, 2.375057, -1.297567], [-3.207794, 3.172748, -1.762590], [-1.744449, 1.452521, -1.866300], [-3.856373, 4.466358, 3.030350], [-3.597942, 3.952717, 0.695122], [-1.073557, 2.423541, 3.864435], [-3.208510, -4.539982, 1.857460], [-2.366558, -3.346568, 1.901333], [-2.050460, -2.819995, 3.227848], [-2.048332, -2.630896, 0.817193], [-1.341581, -1.538394, 0.853829], [-2.511205, -3.106582, -0.392934], [-2.220476, -2.659052, -1.651808], [-2.693486, -3.421525, -2.644340], [-1.537881, -1.574749, -1.868439], [-3.014111, -5.132208, 2.746333], [-2.967386, -5.181853, 1.010470], [-4.270966, -4.283577, 1.843953], [-2.182919, -3.609579, 3.959691], [-2.708414, -1.988702, 3.491941], [-1.012056, -2.493009, 3.291150], [-0.979639, -1.311753, 1.769864], [-3.145850, -3.886031, -0.343445], [-3.164130, -4.296826, -2.489307], [-2.578168, -3.134193, -3.602245], [-1.464749, -1.331378, -2.848702], [2.832915, 0.721616, -3.099735], [1.282699, 1.598500, -1.879294], [2.886344, 1.858233, -0.475337], [4.176096, 1.652711, -1.209239], [5.391100, 1.989628, -0.623692], [6.565554, 1.832539, -1.337824], [6.534667, 1.337065, -2.637451], [5.330387, 0.985113, -3.221331], [4.148455, 1.130309, -2.504580], [2.720620, 1.050325, -4.132892], [2.709474, -0.364374, -3.075032], [2.750332, 1.120001, 0.318998], [2.827747, 2.847925, -0.020528], [5.412574, 2.379259, 0.385785], [7.509675, 2.108620, -0.890583], [7.452855, 1.228769, -3.196805], [5.303789, 0.595965, -4.231093]],
  "forces_ev_per_a": [[-1.9, 2.4, 2.6], [0.1, 0.0, 0.3], [0.1, -0.2, -0.5], [0.1, 0.0, 0.4], [-0.3, -0.1, -1.3], [0.4, -1.2, -0.4], [0.7, -0.5, 0.1], [-0.3, 0.2, 0.0], [-1.5, 1.2, 1.2], [0.4, -0.4, -0.4], [0.1, -1.6, -2.2], [-0.8, 1.2, 2.8], [0.3, -0.6, -0.8], [1.5, -2.7, -1.0], [0.0, 0.0, -0.1], [0.0, -0.1, -0.1], [0.1, 0.0, 0.0], [-0.2, -0.1, -0.1], [0.1, 0.1, -0.1], [0.1, 0.2, 0.1], [-0.1, -0.2, 0.1], [0.7, 1.4, -0.8], [-0.1, -0.2, 0.0], [0.0, -0.2, 0.3], [0.0, 0.3, -0.1], [1.5, 1.7, -0.2], [0.0, 0.0, 0.0], [0.1, 0.0, 0.0], [0.0, 0.0, 0.0], [0.0, 0.0, 0.0], [0.0, 0.0, 0.0], [0.0, -0.1, 0.0], [-0.1, 0.0, 0.0], [0.0, 0.0, 0.0], [0.0, 0.0, 0.1], [0.0, 0.0, 0.0], [0.0, -0.2, 0.0], [-0.2, -0.7, -0.2], [-0.1, 0.0, 0.2], [-0.1, -0.3, 0.7], [0.0, -0.1, -0.7], [-0.1, 0.0, 0.0], [0.0, -0.1, -0.1], [0.0, 0.0, 0.1], [-0.1, -0.1, 0.0], [0.0, 0.4, 0.6], [-0.2, 0.1, 0.1], [-0.1, 0.1, 0.0], [-0.1, 0.1, -0.1], [-0.2, 0.0, -0.2], [0.0, 0.1, 0.0], [0.0, 0.0, 0.0], [0.0, 0.0, 0.0], [0.0, 0.0, 0.0]]
}

---

(2)
{
  "formula": "C33H25Cl5N3NiP2",
  "method": "ωB97M-V with the def2-TZVPD basis set",
  "e_homo_ev": [-10.77, -11.39],
  "charge": 1,
  "total_energy_ha": -5928.6044,
  "de_lowest_kcal_mol": 0.0,
  "lumo_energy_ev": [-2.15, -3.33],
  "spin_multiplicity": 3,
  "max_force_ev_per_a": 0.63,
  "species": ["Ni", "N", "P", "C", "C", "C", "C", "C", "C", "C", "C", "C", "C", "C", "C", "P", "C", "C", "C", "C", "C", "C", "C", "C", "C", "C", "C", "C", "H", "H", "H", "H", "H", "H", "H", "H", "H", "H", "H", "H", "H", "H", "H", "H", "H", "H", "H", "H", "H", "Cl", "C", "C", "C", "Cl", "C", "Cl", "C", "Cl", "C", "Cl", "N", "C", "C", "C", "N", "H", "H", "H", "H"],
  "coordinates": [[-0.343231, -0.912451, 1.187790], [0.040359, 1.450101, -0.489340], [1.257936, 1.007278, 0.625170], [2.759343, 1.513645, -0.245920], [3.741515, 0.582122, -0.562376], [4.872483, 0.971239, -1.270621], [5.017497, 2.292860, -1.660310], [4.041418, 3.231030, -1.338048], [2.918453, 2.847160, -0.624866], [1.090520, 2.190517, 1.987284], [0.164854, 3.227966, 1.971185], [0.045697, 4.071196, 3.069622], [0.846145, 3.876492, 4.185346], [1.769278, 2.837308, 4.207942], [1.887721, 1.993807, 3.114695], [-0.847634, 0.057160, -0.905146], [0.081357, -0.758310, -2.232719], [0.202900, -2.144818, -2.257577], [0.923871, -2.763068, -3.274226], [1.533481, -2.000399, -4.257123], [1.422603, -0.613369, -4.234736], [0.695339, 0.001389, -3.231330], [-2.345335, 0.682345, -1.676381], [-2.835526, 1.945341, -1.351337], [-3.988872, 2.416688, -1.963323], [-4.660002, 1.623562, -2.882014], [-4.184837, 0.354833, -3.190421], [-3.028865, -0.117727, -2.591688], [0.219296, 2.169051, -1.181604], [3.630643, -0.451018, -0.260512], [5.635469, 0.243769, -1.513322], [5.897894, 2.599894, -2.209425], [4.163347, 4.265279, -1.631653], [2.178994, 3.590842, -0.346196], [-0.475272, 3.368843, 1.109033], [-0.676056, 4.877308, 3.054798], [0.747597, 4.529880, 5.041922], [2.392035, 2.682639, 5.078873], [2.605105, 1.179489, 3.145874], [-0.259690, -2.747463, -1.486471], [1.010760, -3.841538, -3.292095], [2.096612, -2.482233, -5.045732], [1.898746, -0.017143, -5.001709], [0.609859, 1.082818, -3.230969], [-2.327198, 2.558539, -0.618110], [-4.363570, 3.401437, -1.717731], [-5.558268, 1.992291, -3.359491], [-4.712624, -0.265937, -3.901979], [-2.660456, -1.105059, -2.844644], [-2.754748, -3.439537, -0.283096], [-3.036154, -2.674488, 1.268243], [-2.074077, -1.811142, 1.744479], [-2.357059, -1.237582, 2.961550], [-1.082662, -0.102766, 3.488521], [-3.488927, -1.446507, 3.725762], [-3.709231, -0.653073, 5.230878], [-4.437144, -2.330439, 3.206581], [-5.871906, -2.647589, 4.087627], [-4.210865, -2.947078, 1.970316], [-5.380168, -4.027145, 1.329801], [0.385184, -3.687146, 1.755928], [1.301936, -4.662174, 1.721771], [2.374958, -4.185477, 0.998589], [2.007175, -2.886515, 0.636879], [0.795721, -2.592372, 1.096651], [-0.545259, -3.687012, 2.147689], [1.122138, -5.611483, 2.197516], [3.288030, -4.704682, 0.768655], [2.541366, -2.161377, 0.047275]],
  "forces_ev_per_a": [[-0.1, -0.5, -0.4], [-0.2, -0.2, -0.1], [-0.4, 0.2, 0.2], [0.2, -0.2, 0.2], [0.0, 0.0, -0.1], [-0.1, 0.0, 0.0], [0.0, 0.0, 0.0], [0.0, 0.0, 0.0], [0.1, 0.0, 0.0], [0.1, 0.1, 0.0], [0.0, 0.0, 0.0], [0.0, 0.0, 0.0], [0.0, 0.0, 0.0], [0.0, 0.0, 0.0], [0.0, 0.0, 0.0], [0.5, -0.1, 0.0], [0.0, 0.0, -0.2], [0.0, 0.0, 0.0], [0.0, 0.0, 0.1], [0.0, 0.0, 0.0], [0.0, -0.1, 0.0], [0.0, 0.0, 0.0], [0.0, 0.0, 0.0], [-0.1, 0.0, 0.0], [0.0, 0.0, 0.0], [0.0, 0.0, 0.0], [0.0, 0.0, 0.0], [0.0, 0.0, 0.0], [0.0, 0.1, 0.0], [0.0, 0.0, 0.0], [0.0, 0.0, 0.0], [0.0, 0.0, 0.0], [0.0, 0.0, 0.0], [0.0, 0.0, 0.0], [0.0, 0.0, 0.0], [0.0, 0.0, 0.0], [0.0, 0.0, 0.0], [0.0, 0.0, 0.0], [0.0, 0.0, 0.0], [0.0, 0.0, 0.0], [0.0, 0.0, 0.0], [0.0, 0.0, 0.0], [0.0, 0.0, 0.0], [0.0, 0.0, 0.0], [0.0, 0.0, 0.0], [0.0, 0.0, 0.0], [0.0, 0.0, 0.0], [0.0, 0.0, 0.0], [0.0, 0.0, 0.0], [-0.1, 0.1, 0.2], [0.0, -0.2, -0.4], [0.1, 0.3, 0.2], [0.3, 0.3, 0.2], [-0.2, 0.0, 0.2], [0.0, 0.0, 0.0], [0.0, -0.1, -0.1], [0.0, 0.0, 0.0], [0.0, 0.0, 0.0], [-0.1, 0.0, 0.0], [0.0, 0.0, 0.0], [-0.1, 0.1, 0.0], [0.0, -0.1, 0.0], [0.0, 0.0, 0.0], [0.0, 0.0, 0.0], [0.1, 0.0, 0.0], [0.0, 0.0, 0.0], [0.0, 0.0, 0.0], [0.0, 0.0, 0.0], [0.0, 0.0, 0.0]]
}

---

(3)
{
  "formula": "CH2N2O2",
  "method": "ωB97M-V with the def2-TZVPD basis set",
  "e_homo_ev": -11.10,
  "total_energy_ha": -299.1419,
  "de_lowest_kcal_mol": 122.3,
  "lumo_energy_ev": 0.24,
  "spin_multiplicity": 1,
  "smiles": "C=N[N+](=O)[O-]",
  "max_force_ev_per_a": 4.80,
  "species": ["C", "N", "N", "O", "O", "H", "H"],
  "coordinates": [[-1.123224, 0.080488, -0.087210], [-0.070723, -0.133345, -0.645716], [1.169455, -0.116595, 0.007631], [1.656238, -1.198747, 0.135476], [1.545278, 0.964911, 0.349672], [-2.019630, 0.138645, -0.720777], [-1.157397, 0.264643, 0.960923]],
  "forces_ev_per_a": [[-2.7, 0.7, 1.2], [2.9, -0.7, -3.8], [-2.0, -0.3, 0.8], [1.1, -0.5, 0.1], [1.0, 0.7, 0.2], [0.3, -0.2, 0.5], [-0.4, 0.2, 1.0]]
}

---

(4)
{
  "formula": "C5H5NO",
  "method": "ωB97M-V with the def2-TZVPD basis set",
  "e_homo_ev": -10.03,
  "total_energy_ha": -323.4546,
  "de_lowest_kcal_mol": 40.8,
  "lumo_energy_ev": 0.20,
  "spin_multiplicity": 1,
  "smiles": "N#C/C=C\\CC=O",
  "max_force_ev_per_a": 1.11,
  "species": ["N", "C", "C", "O", "C", "C", "C", "H", "H", "H", "H", "H"],
  "coordinates": [[2.838536, 1.460451, 0.149229], [2.128928, 0.546622, 0.079850], [1.327588, -0.584189, -0.282222], [-0.902794, -0.932668, 1.555390], [-1.527350, -0.182628, 0.848200], [-0.847384, 0.619050, -0.284624], [0.093232, -0.436743, -0.766926], [1.791364, -1.561543, -0.211009], [-2.619130, -0.104643, 0.965120], [-1.566208, 1.007609, -1.014498], [-0.332822, 1.472885, 0.177876], [-0.383961, -1.304198, -1.216384]],
  "forces_ev_per_a": [[-0.7, -0.8, 0.3], [0.7, 0.8, 0.0], [0.0, 0.0, -0.4], [-0.6, 0.4, 0.0], [0.1, -0.2, 0.3], [0.1, 0.0, 0.0], [0.2, -0.2, 0.2], [0.2, 0.2, -0.5], [-0.1, 0.2, 0.0], [0.1, -0.3, 0.2], [0.0, -0.2, -0.1], [0.1, 0.0, 0.1]]
}